The following is a DFT calculation (wB97M-V/def2-TZVPD) of a cluster of 2 separate species, C5H11O2 in total.

Spin multiplicity: 2
LUMO energy (alpha / beta), hartree: 0.0334 / -0.0937
Charge: 0
<S²>: 0.755

Atoms and positions in Å:
C (0.83122, -0.99210, 0.49321)
O (0.79989, -2.32233, 0.75007)
C (0.10949, -0.50841, -0.80087)
C (0.29243, 0.95902, -1.26666)
C (0.27860, 1.82678, -0.06913)
C (-0.47004, 2.88510, 0.25462)
H (0.33652, -0.34711, 1.24468)
H (1.87476, -0.63177, 0.43530)
H (-0.94590, -0.62721, -0.50601)
H (0.23356, -1.27313, -1.58673)
H (1.18252, 1.05905, -1.91000)
H (-0.52807, 1.17726, -1.95107)
H (1.02101, 1.57253, 0.68869)
H (-1.19154, 3.25396, -0.48891)
H (-0.28441, 3.49265, 1.11976)
H (-1.30373, -3.86427, 1.52800)
H (-0.66715, -2.63793, 0.91466)
O (-1.56916, -3.02207, 1.15040)

Löwdin atomic charge list, values in e, 6 entries:
1 C -0.31
2 O 0.05
3 C -0.17
4 C -0.19
5 C -0.22
6 C 0.02

=====

The following is a DFT calculation (wB97M-V/def2-TZVPD) of a cluster of 2 separate species, C3H8N4 in total.

LUMO energy, hartree: 0.0340
Charge: 0

Atoms and positions in Å:
C (-2.22979, 0.66965, -0.44754)
C (-1.22986, -1.24560, 0.41293)
C (1.85099, 0.92125, 0.69167)
N (2.14145, -1.03739, -2.17695)
N (2.25608, -0.36874, -1.27275)
N (-1.20167, 0.14986, 0.02406)
N (2.50438, 0.44693, -0.50303)
H (-2.40681, 1.77827, -0.68375)
H (-3.13732, 0.16848, -0.77093)
H (-0.84422, -1.31588, 1.44399)
H (-2.35562, -1.47957, 0.58522)
H (-0.50103, -1.87241, -0.22952)
H (2.33790, 0.49526, 1.61596)
H (1.94304, 2.10427, 0.62159)
H (0.87247, 0.58562, 0.68903)

Löwdin atomic charge list, values in e, 6 entries:
1 C -0.09
2 C -0.15
3 C -0.09
4 N 0.15
5 N -0.29
6 N -0.12

=====

no.,total energy (eV),strongest force on any atom (Eh/bohr)
1,-9454.8072,0.05410
2,-9196.8582,0.11294